Record 1
Below is the molecule C16H21N3O3S, with properties calculated with the ωB97M-V functional and the def2-TZVPD basis.

Summary:
Lowest unoccupied orbital energy ... 0.6 eV
E_HOMO ... -0.28771 Ha
Energy above the lowest of the compared OMol25 structures with the same formula, charge and spin ... 773.6 kJ/mol

Structure (ORCA input):
```
! wB97M-V def2-TZVPD RIJCOSX def2/J DEFGRID3
* xyz 0 1
S 5.5564 1.6187 -0.7862
H -5.1655 3.0833 -0.0117
C 4.3747 -0.7501 -0.9839
H 6.4088 3.4531 0.5363
H -1.0131 -1.7086 -0.1061
C -6.3082 0.2680 -0.3603
C -1.1816 0.6946 0.8511
C -3.3340 2.3166 0.6223
O 1.7776 0.5860 0.6872
C -2.6214 1.0395 0.4763
H -7.1120 -1.6502 -1.2733
C -3.7197 0.1156 0.2555
H 3.8362 -2.2657 2.3927
H -2.8542 3.4606 0.4128
C -5.0480 -1.8489 -0.3547
N 1.8292 -1.3240 -0.9092
H 4.2880 -0.6808 -2.0323
H -2.9951 -1.7985 0.4592
H 4.5678 0.5319 0.9470
C 3.1534 -2.2121 0.6957
H -1.9026 -0.9525 -1.4283
C 3.1772 -1.7136 -0.6585
H -1.0937 -0.0963 1.5843
H 5.0293 2.5180 1.6110
N -4.6876 2.2858 0.4893
H -5.2683 -2.8812 -0.3252
H -7.1613 0.9439 -0.5377
H 4.4564 3.2772 -0.0275
H 3.2867 -2.6896 -1.2319
C 4.3705 0.4968 -0.1093
C -0.3795 0.2180 -0.4489
N -0.8853 -1.1047 -1.0251
C -5.0479 0.9405 0.1269
H -0.4888 0.9416 -1.2411
O 4.3283 -2.2139 1.4251
C -6.2379 -1.0997 -0.5223
C 1.2467 -0.1320 -0.1837
H 3.3363 1.0728 -0.0980
O 2.1521 -2.6701 1.3151
C 5.3580 2.8516 0.5021
H 5.2780 -1.3418 -0.9112
H 1.1687 -1.9017 -1.3880
C -3.9295 -1.2282 0.1809
H -0.5447 1.5502 1.3836
*
```

---

Record 2
Below is the molecule C16H21NO4S, with properties calculated with the ωB97M-V functional and the def2-TZVPD basis.

Summary:
Lowest unoccupied orbital energy ... -0.4 eV
E_HOMO ... -0.29696 Ha
Energy above the lowest of the compared OMol25 structures with the same formula, charge and spin ... 1278.8 kJ/mol

Structure (ORCA input):
```
! wB97M-V def2-TZVPD RIJCOSX def2/J DEFGRID3
* xyz 0 1
H 7.4891 -0.5371 2.4754
C -5.4666 -2.8669 1.1192
H -5.6525 -2.0929 1.8063
C -3.6126 1.1399 0.1909
H -4.0415 1.0169 1.1136
H -3.1389 0.8435 -1.5515
H -4.8964 4.7998 1.2165
C 3.7198 -0.1741 0.5974
C -3.5950 -1.8210 0.5571
H 5.2799 -0.1787 2.1792
H -4.6369 0.0097 -1.2605
H 1.7996 -0.3819 -2.0501
O 7.2456 0.4438 0.6136
H 7.3069 1.3531 2.1165
O -3.2163 -1.9964 1.7966
H 6.4467 0.2960 -1.9932
H 8.9369 0.5335 1.7707
H -4.9104 -3.7344 1.4436
C 0.8030 -0.3817 -0.4495
H 0.9536 -0.5187 0.8035
C 7.7692 0.4762 1.8599
C 4.5024 0.1100 -1.6302
O -0.6267 -0.4700 -2.1883
S -4.5170 2.7620 -0.4242
C -4.2403 3.7598 1.5081
C 2.0375 -0.5172 -1.1992
H 4.1210 0.0479 -2.5001
C -0.3621 -0.6888 -1.0102
O -4.6860 -2.3666 -0.0754
C 6.0822 0.0139 0.2304
H -4.5274 3.1274 2.2726
C 5.6681 0.1170 -1.0964
H 3.0082 -0.1258 1.4495
H -2.6220 1.5273 0.5011
C -3.4994 0.3433 -0.9395
C 4.9701 -0.0234 1.2524
H -2.7761 -1.6489 -1.6176
C 3.3961 -0.0768 -0.5870
C -2.8099 -0.9774 -0.7130
H -3.1925 3.9819 1.3522
H -6.2381 -3.2322 0.4928
N -1.4997 -0.7198 -0.2286
H -1.2886 -0.7255 0.8113
*
```

---

Record 3
Below is the molecule C16H21NO5S, with properties calculated with the ωB97M-V functional and the def2-TZVPD basis.

Summary:
Lowest unoccupied orbital energy ... 0.6 eV
E_HOMO ... -0.31290 Ha
Energy above the lowest of the compared OMol25 structures with the same formula, charge and spin ... 390.7 kJ/mol

Structure (ORCA input):
```
! wB97M-V def2-TZVPD RIJCOSX def2/J DEFGRID3
* xyz 0 1
H 1.2877 2.7368 -0.1998
H -4.8669 2.4268 -1.4665
S 0.3202 0.6760 1.7641
N 1.4411 0.2026 0.6230
O 0.7504 0.1415 3.0223
H -3.9307 2.6532 0.0331
H 4.6740 -0.6491 1.8959
C 4.8806 -1.6107 -1.2074
C 1.9393 -1.1513 0.7763
H 5.2271 -1.8969 -2.1807
H -6.1631 -0.7323 -0.1405
H -1.8903 1.6486 0.3700
C 5.5368 -1.2099 -0.0866
C 4.5347 -0.9766 0.8866
H -6.3849 -2.3470 -0.8584
H -2.7920 -3.0842 1.2840
H 0.1179 0.6495 -0.9402
O -4.5848 -2.0827 -0.0461
C -2.1139 0.6075 0.5328
H 1.3083 -1.8732 0.2363
H 1.6877 -0.0218 -1.4203
H 1.9080 -1.3580 1.8467
C 1.1963 0.6673 -0.7292
C -3.5181 -1.3381 0.3349
C -3.2835 0.0271 0.0571
O 3.5532 -1.6398 -0.9949
O -4.2097 0.7194 -0.6730
H -5.4020 -1.1247 -1.7027
C -5.6870 -1.5205 -0.7266
H 3.6289 3.1324 -0.9176
H -3.0931 2.2663 -1.4964
C -3.9963 2.0928 -0.9037
C 1.7460 2.0786 -0.9369
H 6.5940 -1.0951 0.0354
H 1.4613 2.4166 -1.9361
C -1.1995 -0.1257 1.2647
C -1.4174 -1.4571 1.5469
H 3.5392 1.7728 0.2069
H 3.7407 1.4770 -1.5223
C -2.5757 -2.0475 1.0813
C 3.2607 2.1183 -0.7848
O 0.1363 2.0928 1.6478
C 3.3435 -1.2558 0.2850
H -0.7048 -2.0057 2.1396
*
```

---

Computed electronic energy, in the same sequence as the records: -38375.046 -37434.925 -39493.540 eV.
Computed orbital gap, in the same sequence as the records: 0.3109 0.2828 0.3362 Ha.
Computed F_max, in the same sequence as the records: 6.47 16.93 1.15 eV/Å.